(1)
85
Properties=species:S:1:pos:R:3:forces:R:3:mulliken_charge:R:1 method="wB97M-V/def2-TZVPD" gap_ev=10.0948 lumo_energy_ha=-0.2284 total_charge=+3 e_tot_ha=-1863.91867
C 3.50592 -3.67472 2.86430 -0.521 0.253 1.046 -0.9534
C 3.91841 -2.69134 1.82064 0.338 0.409 0.375 -0.5635
N 3.51844 -3.17887 0.53857 -0.209 -0.354 -1.812 0.2251
C 4.08565 -4.31626 -0.06557 -1.887 1.775 0.530 -0.3325
C 3.33110 -4.55268 -1.14065 0.118 0.123 -1.536 -0.6063
N 2.42298 -3.50109 -1.31301 0.277 -0.779 1.014 0.1861
C 2.56013 -2.70609 -0.24381 -0.033 -0.179 -0.172 0.1188
C 1.43767 -3.40065 -2.41487 -0.279 0.101 1.981 -0.7718
H 2.41655 -3.85509 2.81902 0.411 -0.015 -0.016 0.2169
H 3.73097 -3.22116 3.84561 0.046 -0.573 -0.267 0.3241
H 4.03805 -4.60258 2.71463 0.015 -0.346 0.343 0.4333
H 4.98881 -2.64798 1.72085 0.577 0.433 0.565 0.3346
H 3.51050 -1.70771 2.06920 0.055 -0.030 -0.642 0.3105
H 4.98148 -4.70647 0.28818 1.083 -0.981 0.589 0.5252
H 3.49400 -5.32003 -1.87732 -0.256 0.027 -0.159 0.4199
H 2.01214 -1.79733 -0.03712 -0.341 0.112 -0.053 0.1362
H 1.09448 -2.37504 -2.44342 0.160 0.237 -0.291 0.2528
H 0.55832 -4.01718 -2.17861 0.462 -0.071 -0.281 0.2966
H 1.97502 -3.70899 -3.26902 0.058 -0.220 -1.232 0.3700
C -1.56105 -3.38291 0.53266 0.318 0.979 -1.056 -0.8530
C -1.96481 -2.57872 1.71010 -2.931 -0.915 0.575 -0.4592
N -1.31843 -3.09769 2.92318 0.247 2.240 -0.350 0.3288
C -1.63610 -4.20275 3.66965 -0.012 0.159 -0.240 -0.2935
C -0.87161 -4.12135 4.77479 0.512 -0.459 0.445 -0.5663
N -0.05172 -3.03519 4.64078 -0.386 1.315 0.108 0.2238
C -0.41291 -2.33718 3.55592 0.143 -1.908 -0.181 -0.3314
C 0.85965 -2.58208 5.66856 0.514 -0.353 1.137 -0.9074
H -0.52514 -3.06564 0.35161 0.101 -0.873 -0.144 0.0915
H -2.10655 -3.02593 -0.35425 -0.046 -0.314 0.279 0.3077
H -1.75828 -4.42980 0.70247 0.371 -0.377 -0.263 0.4867
H -3.06662 -2.70179 1.92553 0.961 0.189 -0.355 0.2984
H -1.81701 -1.52329 1.51241 0.602 0.163 0.617 0.1010
H -2.33029 -4.96436 3.36461 -0.199 0.145 -0.049 0.4728
H -0.84959 -4.70993 5.67631 0.091 -0.227 -0.159 0.4876
H 0.01246 -1.43203 3.13983 -0.016 -0.069 0.212 0.4907
H 1.43056 -3.46079 6.04870 -0.275 0.808 -0.351 0.3415
H 0.29043 -2.15528 6.49520 -0.012 -0.136 0.032 0.3781
H 1.51889 -1.78935 5.31811 0.031 -0.289 -0.272 0.3295
C -2.04899 5.14196 1.14190 1.696 -0.139 -0.531 -1.0590
C -0.53298 4.77389 1.38104 -1.635 0.795 -0.055 -0.4722
N 0.34966 4.74796 0.21324 0.319 -0.820 -0.432 0.3059
C 0.41301 5.59162 -0.85593 1.439 -0.497 -1.118 -0.3043
C 1.51923 5.19930 -1.59178 -1.466 1.017 0.470 -0.5675
N 2.10285 4.15667 -0.94666 -0.034 -0.362 -0.742 0.2105
C 1.36958 3.88477 0.10617 -0.682 -1.004 1.548 -0.3955
C 3.27905 3.40762 -1.42161 0.133 0.779 0.809 -0.8972
H -2.48069 4.35378 0.49335 -0.286 0.621 0.675 0.1547
H -2.17032 6.14321 0.70431 0.115 -0.401 -0.144 0.4482
H -2.44928 5.24271 2.15356 -0.390 -0.524 -0.284 0.3765
H -0.52113 3.78821 1.84971 0.413 0.208 0.036 0.3560
H -0.12228 5.55503 1.99968 0.190 -0.088 0.679 0.3680
H -0.27253 6.36369 -1.11310 -0.407 0.351 0.284 0.4412
H 1.84822 5.59036 -2.52389 0.419 0.182 -0.359 0.4787
H 1.46958 3.00896 0.75385 0.214 0.482 -0.220 0.4577
H 3.15243 2.36010 -1.21284 -0.028 -0.342 0.181 0.3582
H 4.15401 3.82671 -0.91023 -0.106 -0.333 -0.225 0.3486
H 3.36506 3.56564 -2.47658 0.086 0.072 -0.549 0.3469
C -3.41589 1.52503 0.91473 -1.014 -1.846 -0.811 -1.2878
C -3.12574 0.92752 -0.50556 0.150 0.360 0.440 0.0021
C -2.14703 1.79803 -1.23807 1.012 1.244 -0.216 -0.5993
N -1.70966 1.34945 -2.62231 -0.508 0.071 0.042 0.4287
C -1.42124 -0.10900 -2.57866 0.348 0.387 -0.917 -0.6165
C -2.77873 1.64440 -3.69726 -0.043 0.554 0.773 -0.4878
C -1.97770 1.55244 -4.99978 0.384 0.472 1.092 -0.7488
C -0.59901 2.23536 -4.59557 -0.468 -1.269 -1.310 -0.7233
C -0.48420 2.11047 -3.10685 -0.493 0.288 1.597 -0.2680
H -4.30142 2.15392 0.89174 0.228 0.448 0.010 0.3896
H -2.54888 2.00650 1.35886 -0.025 -0.016 0.008 0.2248
H -3.73742 0.64236 1.51599 0.434 0.788 -0.013 0.4160
H -4.00593 0.65872 -1.08205 -0.489 0.571 0.044 0.3948
H -2.64461 -0.01932 -0.39408 0.537 -0.691 0.466 -0.2013
H -1.23131 1.87269 -0.61684 -0.281 -0.347 -0.433 0.2225
H -2.46347 2.83740 -1.38688 -0.374 -0.178 0.054 0.4735
H -0.69945 -0.28943 -1.76659 -0.743 -0.137 0.065 -0.3734
H -0.88707 -0.34326 -3.51671 -0.667 -0.234 0.273 0.5537
H -2.43379 -0.51900 -2.50920 0.741 -0.859 0.057 0.3582
H -3.67558 1.00979 -3.54896 0.826 -0.068 -0.259 0.4204
H -3.15144 2.66587 -3.46544 0.496 -0.406 -0.369 0.4222
H -1.86742 0.49582 -5.27693 0.027 0.491 -0.245 0.2949
H -2.45309 2.13849 -5.77271 -0.152 -0.230 -0.330 0.4588
H 0.22406 1.72746 -5.09849 -0.044 -0.089 0.027 0.3328
H -0.55786 3.24506 -4.97012 -0.173 0.448 0.213 0.3998
H 0.39931 1.59120 -2.71570 -0.229 0.032 -0.189 0.3559
H -0.57009 3.05448 -2.56151 0.259 0.181 -0.332 0.0831
Cl 0.41765 -0.08733 0.24698 0.186 0.040 0.271 -0.7309

(2)
12
Properties=species:S:1:pos:R:3:forces:R:3:mulliken_charge:R:1 method="wB97M-V/def2-TZVPD" gap_ev=7.6887 lumo_energy_ha=-0.0480 total_charge=0 e_above_lowest_kcal_mol=151.6 e_tot_ha=-774.68527
C -2.02265 -0.91314 0.22034 -0.914 -0.715 -2.585 0.0106
C -0.13420 0.65366 0.16850 -1.983 0.463 -0.076 0.1653
C 1.92147 0.49163 0.06005 5.279 -1.032 2.560 -0.1272
H -3.30177 0.88084 0.42470 3.028 1.861 -3.869 0.4140
H -1.10611 -1.49180 0.21920 -0.492 -1.978 0.874 0.4181
H 0.18322 1.70275 0.50288 -1.277 -1.428 -0.659 0.2062
H 2.05198 1.65941 0.82379 -0.953 -3.450 -2.817 0.1875
N -1.49200 0.32226 0.13344 -1.010 2.079 -0.572 0.2527
N 0.73871 -0.23654 -0.15539 0.195 3.458 0.818 -0.3305
O -2.44897 1.25480 -0.34571 -2.398 -1.360 4.726 -0.4471
O -3.21513 -1.14643 -0.06269 2.665 0.290 1.693 -0.5661
S 3.38567 -0.35069 -0.07769 -2.140 1.813 -0.092 -0.1835

(3)
27
Properties=species:S:1:pos:R:3:forces:R:3:mulliken_charge:R:1 method="wB97M-V/def2-TZVPD" gap_ev=3.8986 lumo_energy_ha=-0.0702 total_charge=0 e_above_lowest_kcal_mol=0.0 e_tot_ha=-1334.69918
Na -2.49974 0.85360 1.35956 -0.923 0.034 -1.032 0.6945
Na -0.30555 -1.42801 2.67813 -0.365 0.075 -0.827 0.9436
Na 0.81153 1.80200 2.97100 -0.957 0.628 -0.173 0.9127
Na 0.20830 2.26335 -0.55779 -1.315 -0.011 -0.182 0.7601
O -1.51744 2.48502 3.46160 1.375 -0.501 -0.301 -0.9082
H -1.41181 1.54386 3.29170 -0.388 -0.683 0.197 0.0552
O 0.00205 0.36725 1.12232 0.735 -0.046 1.195 -1.0869
H -0.02229 -0.17013 0.32798 -0.256 0.062 -0.288 0.0463
O -2.09505 2.92954 -0.28516 1.486 -0.269 -0.159 -0.9523
H -1.94437 2.44622 0.53082 0.075 0.884 0.175 0.2108
O -3.57435 -0.37106 -0.44233 0.584 -0.208 1.235 -0.9724
H -2.72741 -0.80136 -0.61723 0.011 -0.072 -0.295 0.1056
O -0.78993 0.48344 -2.34787 0.551 0.083 0.071 -0.4180
H -0.70105 -0.43817 -2.61212 -0.179 0.024 0.002 0.2487
H -0.32503 0.97511 -3.03659 -0.225 -0.039 -0.060 0.2721
O 1.28718 -1.80167 -1.25133 0.274 -0.295 -0.174 -0.6446
H 1.09924 -2.69399 -1.57744 0.063 0.159 -0.094 0.2738
H 2.22207 -1.67328 -1.45818 0.009 -0.262 0.158 0.2578
O -0.79481 -2.70464 0.47095 0.447 -0.082 0.367 -0.5864
H -0.12771 -2.21392 -0.02375 -0.097 0.051 -0.057 0.3257
H -1.24272 -3.25668 -0.18059 -0.330 0.164 0.243 0.3041
O 2.75894 -0.03097 1.50475 -0.202 0.271 0.304 -0.6448
H 2.75803 -0.97241 1.30701 0.022 0.053 -0.016 0.2656
H 1.84056 0.27043 1.30089 -0.116 -0.502 -0.315 0.4388
O 2.28178 1.02262 -1.76259 0.236 0.468 -0.069 -0.5416
H 1.99848 0.12475 -1.60572 -0.449 -0.128 -0.001 0.3349
H 2.81108 0.98912 -2.56800 -0.066 0.143 0.094 0.3045

(4)
12
Properties=species:S:1:pos:R:3:forces:R:3:mulliken_charge:R:1 method="wB97M-V/def2-TZVPD" gap_ev="7.8561 / 7.8575" lumo_energy_ha="-0.0055 / -0.0055" total_charge=0 e_above_lowest_kcal_mol=105.2 e_tot_ha=-360.50181
O -1.51846 0.29132 1.18078 0.209 0.029 -0.130 -0.4619
C -1.19044 -0.37881 0.14844 -0.111 0.045 0.041 -0.0777
C -0.22229 0.34941 -0.82124 -0.205 0.134 0.045 -0.0584
C 0.67734 1.01838 0.20958 0.260 0.030 -0.102 -0.6112
N 1.35641 -0.03523 0.71856 -0.236 -0.020 -0.221 -0.3286
C 0.98185 -1.08726 -0.00527 0.227 -0.196 0.176 -0.1680
O 0.51621 -0.75778 -1.28491 0.070 0.041 -0.034 -0.4074
H -1.79495 -1.24698 -0.10566 0.101 0.052 0.017 0.4404
H -0.66355 0.94021 -1.62575 0.050 -0.055 0.124 0.4367
H 1.06232 2.03051 0.26134 -0.072 -0.132 0.016 0.4320
H -0.64527 0.93927 1.22461 -0.215 -0.064 0.055 0.4479
H 1.44084 -2.06304 0.09953 -0.077 0.137 0.012 0.3563